An isolated molecule of C6H12O. Source: OMol25; level of theory: ωB97M-V with the def2-TZVPD basis set.

The energy relative to the best compared isomer or geometry (same formula, charge and spin) comes out at 1.630 eV. As for the total energy: -310.99938 hartree. The total charge is 0. The molar mass comes out at 100.16 g mol⁻¹. The LUMO energy is 0.0441 hartree. The SMILES is CCOCC1CC1.

Last column: natural (NBO) charge in e.
Positions of all 19 atoms, in Å:
1 C 2.66 0.76 0.25  -0.62
2 C 1.84 -0.35 -0.38  -0.05
3 O 0.79 -0.66 0.50  -0.55
4 C -0.38 -1.20 -0.08  -0.06
5 C -1.58 -0.51 0.51  -0.25
6 C -2.60 0.15 -0.39  -0.41
7 C -1.62 0.98 0.38  -0.41
8 H 3.54 0.99 -0.35  0.21
9 H 2.06 1.67 0.35  0.21
10 H 2.99 0.46 1.25  0.21
11 H 2.46 -1.24 -0.58  0.16
12 H 1.44 -0.01 -1.35  0.16
13 H -0.37 -1.04 -1.17  0.16
14 H -0.41 -2.29 0.08  0.18
15 H -1.96 -0.93 1.44  0.21
16 H -2.46 0.05 -1.46  0.21
17 H -3.64 0.15 -0.07  0.22
18 H -0.80 1.44 -0.16  0.21
19 H -1.97 1.58 1.22  0.22